# C48H34F2NO8Si

A cluster of 4 separate species, C48H34F2NO8Si in total in a non-equilibrium geometry (the ωB97M-V functional and the def2-TZVPD basis, the OMol25 dataset).

Values from the calculation:
- E_HOMO: -2.95 eV
- HOMO-LUMO gap: 3.07 eV
- E_tot: -81511.19728 eV

ORCA input file:
```
! RIJCOSX wB97M-V def2-TZVPD def2/J DEFGRID3
* xyz -1 1
C 1.15859 2.87407 -2.61856
Si 0.94106 3.98086 -4.17306
C 1.36948 5.81268 -3.74147
C 2.23231 3.34187 -5.47591
C -0.86928 3.96704 -4.87175
N -1.68603 3.14152 -3.90180
C -2.86396 3.83207 -3.38455
O -3.40573 3.36668 -2.33833
F -3.49481 4.95577 -3.97429
C -2.07871 1.84468 -4.47506
O -3.24071 1.66419 -4.93303
F -1.11508 0.77670 -4.48107
H 1.76332 3.46362 -1.82670
H 0.17847 2.53985 -2.13774
H 1.72830 1.90569 -2.89864
H 0.62969 6.25166 -2.96673
H 1.35525 6.51278 -4.64972
H 2.41563 5.85708 -3.27855
H 2.50905 2.23772 -5.27585
H 1.76885 3.47960 -6.52250
H 3.23898 3.91403 -5.39435
H -1.16802 5.06904 -4.87561
C -4.29523 0.66477 -1.14940
C -5.66578 0.61136 -0.90658
C -6.14136 0.56695 0.39968
C -5.24533 0.56363 1.46886
C -3.87105 0.59257 1.22488
C -3.39811 0.65482 -0.08690
C -2.90862 0.53964 2.34791
O -1.70780 0.56811 2.13788
C -3.42622 0.44220 3.73203
C -2.53099 0.33345 4.79711
C -3.00649 0.25445 6.10198
C -4.37727 0.29330 6.34833
C -5.27270 0.39607 5.28931
C -4.79848 0.46095 3.97777
C -5.76112 0.53414 2.85499
O -6.96226 0.56371 3.07056
H -3.92585 0.70894 -2.16873
H -6.36450 0.60658 -1.73697
H -7.21081 0.53072 0.58209
H -2.33124 0.69128 -0.28292
H -1.46139 0.30608 4.61285
H -2.30776 0.16469 6.92857
H -4.74806 0.23898 7.36710
H -6.33974 0.42100 5.48710
C 2.41552 -1.34944 3.87021
C 1.16051 -1.44737 4.46708
C 0.93765 -0.87932 5.71654
C 1.97352 -0.22106 6.37918
C 3.23693 -0.14414 5.79239
C 3.45301 -0.70013 4.53044
C 4.35758 0.50836 6.50649
O 5.46123 0.57953 5.99366
C 4.11938 1.06568 7.85749
C 5.17922 1.63261 8.56702
C 4.96202 2.17052 9.83127
C 3.68479 2.15271 10.38747
C 2.62753 1.58387 9.68617
C 2.84515 1.03039 8.42331
C 1.72040 0.39545 7.70021
O 0.60232 0.37559 8.18863
H 2.58633 -1.78489 2.89097
H 0.35470 -1.96506 3.95658
H -0.04403 -0.95473 6.17371
H 4.42993 -0.63183 4.06258
H 6.17633 1.65276 8.13836
H 5.78880 2.60625 10.38332
H 3.51440 2.57908 11.37101
H 1.63562 1.56864 10.12675
C 4.39294 -6.04688 -7.00037
C 4.66871 -4.76323 -7.46659
C 3.74189 -3.74249 -7.28567
C 2.52935 -4.00562 -6.64753
C 2.24314 -5.29606 -6.20257
C 3.18290 -6.31461 -6.37009
C 0.93965 -5.59988 -5.56796
O 0.69094 -6.72812 -5.17548
C -0.05803 -4.51651 -5.42577
C -1.31200 -4.80008 -4.88229
C -2.25167 -3.78506 -4.73248
C -1.93983 -2.48237 -5.11582
C -0.69388 -2.19651 -5.66275
C 0.24650 -3.21512 -5.82792
C 1.55646 -2.90774 -6.44371
O 1.83010 -1.77031 -6.78388
H 5.12072 -6.84114 -7.13379
H 5.60828 -4.55785 -7.96973
H 3.96446 -2.74313 -7.64640
H 2.97144 -7.31785 -6.01385
H -1.56090 -5.81210 -4.57843
H -3.22802 -4.00899 -4.31436
H -2.67063 -1.68918 -4.99216
H -0.45979 -1.18015 -5.96353
*
```

# C2HN2O3

A cluster of 2 separate species, C2HN2O3 in total in a non-equilibrium geometry (the ωB97M-V functional and the def2-TZVPD basis, the OMol25 dataset).

Values from the calculation:
- E_HOMO: -3.15 eV
- HOMO-LUMO gap: 6.95 eV
- E_tot: -11212.16028 eV

ORCA input file:
```
! RIJCOSX wB97M-V def2-TZVPD def2/J DEFGRID3
* xyz -1 1
C 0.36053 -2.28249 0.20397
C -0.71314 0.13651 2.17033
N 0.46209 -3.43718 -0.00760
N 0.18816 -0.99621 0.23320
O 0.21065 0.13919 2.88151
O -1.76864 0.21937 1.75976
O 0.86457 -0.20523 -0.77948
H 0.42644 -0.65795 -1.52869
*
```